## i
Formula: C2H12NO3
Source: the OMol25 dataset
Level of theory: ωB97M-V/def2-TZVPD

Each line ends with the Löwdin charge.
Atoms and positions in Å:
1 C -1.5171 -2.3078 -0.4185  -0.039
2 C -1.3938 -1.4622 0.6445  0.065
3 N -1.1059 -1.4168 -1.6626  0.115
4 H -1.2715 -3.2959 -0.6315  0.090
5 H -1.3415 -1.8179 1.7169  0.104
6 H -1.3001 -0.3514 0.4622  0.102
7 H -0.1718 -1.0559 -1.4568  0.012
8 H -1.8708 -0.6812 -1.6444  0.173
9 H -1.1368 -1.7630 -2.6469  0.174
10 H 2.7703 0.7646 0.5258  -0.010
11 H 1.9241 1.8039 1.2615  0.062
12 O 1.9338 1.0294 0.6896  0.005
13 H 0.2689 3.0783 3.0898  0.042
14 H -0.3268 4.3258 2.7067  -0.029
15 O 0.2495 3.7298 2.3908  0.003
16 H 1.4041 -0.1224 -2.4308  0.118
17 H 1.6239 0.1401 -1.0264  0.053
18 O 1.2614 -0.5974 -1.5698  -0.039

## Properties
* Kohn-Sham gap: 11.1 eV
* highest occupied orbital energy: -14.43 eV
* net charge: +1



## ii
Formula: C2H12NO3
Source: the OMol25 dataset
Level of theory: ωB97M-V/def2-TZVPD

Each line ends with the Löwdin charge.
Atoms and positions in Å:
1 C 0.3998 -0.3174 -1.5995  -0.126
2 C -0.5785 -0.7112 -2.3844  0.072
3 N 0.1990 0.9092 -0.7849  0.193
4 H 1.3673 -0.7781 -1.4838  0.121
5 H -0.4758 -1.6058 -2.9839  0.083
6 H -1.5414 -0.2221 -2.4630  0.081
7 H -0.8002 1.0086 -0.5806  0.106
8 H 0.7451 0.8712 0.0921  0.095
9 H 0.4731 1.7472 -1.2990  0.176
10 H 1.6487 1.3623 2.5920  0.078
11 H 1.5137 0.0322 1.8356  0.005
12 O 1.2687 0.9787 1.7867  -0.070
13 H 2.3081 -2.0439 2.2534  0.078
14 H 0.8114 -2.2256 2.0072  0.069
15 O 1.5928 -1.7894 1.6494  -0.044
16 H -3.4872 1.2372 -0.0652  0.054
17 H -2.8024 0.6014 1.1604  0.070
18 O -2.6423 0.9455 0.2676  -0.040

## Properties
* Kohn-Sham gap: 12.0 eV
* highest occupied orbital energy: -14.86 eV
* net charge: +1



## iii
Formula: C2H12NO3
Source: the OMol25 dataset
Level of theory: ωB97M-V/def2-TZVPD

Each line ends with the Löwdin charge.
Atoms and positions in Å:
1 C -1.3277 -0.5924 -0.9835  -0.209
2 O -2.3012 0.2930 -0.3925  -0.069
3 C -0.4109 -1.1123 0.1029  -0.141
4 N 0.6425 -0.1619 0.5227  0.194
5 H -1.8372 -1.4372 -1.4546  0.134
6 H -0.7881 -0.0617 -1.7940  0.137
7 H -3.0126 0.2641 -1.0433  0.108
8 H -0.0349 -2.1051 -0.0891  0.131
9 H -1.0700 -1.3659 0.9656  0.156
10 H 0.0875 0.6883 0.7806  0.103
11 H 1.0753 -0.3967 1.4200  0.177
12 H 1.4312 -0.0694 -0.1213  0.119
13 H 4.3500 -0.2725 -0.3385  0.070
14 H 3.4799 0.0097 -1.4696  0.060
15 O 3.4192 -0.0634 -0.5082  -0.051
16 H -1.1702 2.7331 1.9270  0.080
17 H -1.6585 1.7372 0.9572  0.050
18 O -0.8742 1.9131 1.5185  -0.049

## Properties
* Kohn-Sham gap: 12.1 eV
* highest occupied orbital energy: -15.00 eV
* net charge: +1



## iv
Formula: C2H12NO3
Source: the OMol25 dataset
Level of theory: ωB97M-V/def2-TZVPD

Each line ends with the Löwdin charge.
Atoms and positions in Å:
1 C -1.3340 -0.7772 0.6179  -0.222
2 O -0.1699 -1.5711 0.7674  -0.074
3 C -1.3036 -0.4184 -0.9209  -0.097
4 N -0.0388 0.4554 -1.2378  0.130
5 H -1.2347 0.0003 1.3463  0.093
6 H -2.2792 -1.2616 0.7941  0.120
7 H -0.3957 -2.4686 0.4228  0.125
8 H -1.3671 -1.1735 -1.8578  0.172
9 H -2.2257 0.1525 -1.3414  0.141
10 H -0.0991 1.2763 -0.6698  0.097
11 H -0.2716 0.7861 -2.1999  0.163
12 H 0.9498 -0.0419 -1.2700  0.188
13 H -0.1425 1.6979 1.7194  0.093
14 H 1.2836 1.4802 1.5739  0.066
15 O 0.4736 1.1967 1.1535  -0.083
16 H 3.2564 0.8158 0.2239  0.097
17 H 2.4353 -0.3950 0.7780  0.035
18 O 2.4634 0.2462 0.1004  -0.044

## Properties
* Kohn-Sham gap: 11.5 eV
* highest occupied orbital energy: -14.58 eV
* net charge: +1



Least stable of them? i.



## i
Formula: C2H4N2OS2
Source: the OMol25 dataset
Level of theory: ωB97M-V/def2-TZVPD

Each line ends with the Löwdin charge.
Atoms and positions in Å:
1 O 2.9720 -0.1427 0.8327  -0.074
2 N 2.3652 0.8776 0.1868  -0.073
3 C 1.0898 0.9631 0.2163  -0.442
4 S -0.0092 -0.1624 1.0692  0.935
5 N -0.9575 -0.7096 -0.2409  -0.414
6 C -2.1783 -0.2155 -0.5365  -0.827
7 S -3.1217 -0.7655 -1.7489  0.608
8 H 2.2791 -0.7633 1.1930  0.053
9 H 0.6476 1.7905 -0.3233  0.077
10 H -0.5992 -1.4719 -0.7947  0.090
11 H -2.4877 0.5999 0.1462  0.065

## Properties
* SMILES string: O/N=C\SNC=S
* Kohn-Sham gap: 9.0 eV
* highest occupied orbital energy: -9.03 eV
* net charge: 0



## ii
Formula: C2H4N2OS2
Source: the OMol25 dataset
Level of theory: ωB97M-V/def2-TZVPD

Each line ends with the Löwdin charge.
Atoms and positions in Å:
1 S 0.5163 3.1479 -1.6026  0.735
2 C 0.5258 1.9083 -0.6164  -0.718
3 O 1.3646 0.7191 -0.8824  -0.153
4 N 0.7954 -0.2534 0.0193  -0.090
5 C -0.1153 -1.0030 -0.6254  -0.304
6 N -1.0123 -1.6420 0.1320  -0.390
7 S -0.8671 -1.4251 1.7880  0.745
8 H -0.0198 1.8783 0.5956  0.178
9 H 0.7440 -0.0288 0.9570  0.014
10 H 0.0328 -1.2387 -1.7089  0.151
11 H -1.9644 -2.0625 1.9437  -0.168

## Properties
* SMILES string: S=CON/C=N\S
* Kohn-Sham gap: 8.1 eV
* highest occupied orbital energy: -8.62 eV
* net charge: 0



Least stable of them? ii.



## i
Formula: C2H4N2OS2
Source: the OMol25 dataset
Level of theory: ωB97M-V/def2-TZVPD

Each line ends with the Löwdin charge.
Atoms and positions in Å:
1 C 2.2062 -0.8890 -0.1875  -0.130
2 N 1.0878 -0.3229 -0.1080  -0.362
3 S -0.2253 -1.2446 0.5074  0.931
4 C -1.6221 -0.2492 0.1148  -1.186
5 S -3.0840 -1.0055 -0.0242  0.575
6 N -1.4465 1.0618 -0.0965  -0.122
7 O -0.4275 1.8053 0.4726  -0.041
8 H 2.3854 -1.9364 0.0865  0.074
9 H 3.0435 -0.3290 -0.5541  0.069
10 H -2.2763 1.6302 -0.2300  0.138
11 H 0.3588 1.4792 0.0189  0.053

## Properties
* SMILES string: C=NSC(=S)NO
* Kohn-Sham gap: 8.8 eV
* highest occupied orbital energy: -8.57 eV
* net charge: 0



## ii
Formula: C2H4N2OS2
Source: the OMol25 dataset
Level of theory: ωB97M-V/def2-TZVPD

Each line ends with the Löwdin charge.
Atoms and positions in Å:
1 O 0.7675 1.6846 -0.6769  -0.149
2 N 1.7896 1.2429 0.1621  -0.060
3 C 1.9590 -0.0220 0.3327  -0.479
4 S 1.2037 -1.5197 -0.2494  0.950
5 C -0.5182 -1.2246 -0.2665  -0.621
6 N -1.0608 -0.1004 -0.0916  -0.458
7 S -2.8162 -0.0486 -0.0093  0.733
8 H -0.1177 1.2088 -0.2713  0.074
9 H 2.7411 -0.2876 1.0110  0.049
10 H -1.1206 -2.1619 -0.4297  0.086
11 H -2.8274 1.2286 0.4888  -0.125

## Properties
* SMILES string: O/N=C\S/C=N/S
* Kohn-Sham gap: 9.4 eV
* highest occupied orbital energy: -9.08 eV
* net charge: 0



## iii
Formula: C2H4N2OS2
Source: the OMol25 dataset
Level of theory: ωB97M-V/def2-TZVPD

Each line ends with the Löwdin charge.
Atoms and positions in Å:
1 O 3.2000 0.2370 0.4051  -0.125
2 N 2.4943 -0.8320 -0.0441  -0.069
3 C 1.2816 -0.5034 -0.3828  -0.455
4 S 0.2346 0.9906 -0.2711  0.872
5 N -1.0704 0.0517 0.3896  -0.416
6 C -2.2999 -0.0045 -0.3403  -0.767
7 S -3.8778 -0.0633 0.1549  0.621
8 H 2.6727 1.0882 0.6492  0.104
9 H 0.5085 -1.4270 -0.6696  0.132
10 H -1.1448 0.3724 1.4108  0.112
11 H -1.9987 0.0903 -1.3015  -0.008

## Properties
* SMILES string: O/N=C\SNC=S
* Kohn-Sham gap: 8.8 eV
* highest occupied orbital energy: -9.33 eV
* net charge: 0



Least stable of them? iii.



## i
Formula: C3H3N3O2
Source: the OMol25 dataset
Level of theory: ωB97M-V/def2-TZVPD

Each line ends with the Löwdin charge.
Atoms and positions in Å:
1 C -0.0145 -0.1330 -0.1328  -0.384
2 C -1.3096 -0.5741 -0.1151  0.035
3 C -1.6097 -0.2561 -1.4977  -0.048
4 H -1.7636 -1.0084 0.7249  0.094
5 H -2.7429 -0.0318 -1.8289  0.166
6 H -0.2767 0.5969 -2.9605  0.207
7 N 0.7973 0.0313 1.1487  -0.292
8 N -0.4844 0.4316 -1.8966  -0.040
9 N 0.5398 0.4163 -1.0338  0.153
10 O 0.2751 -0.7123 2.0129  0.019
11 O 1.7769 0.7208 1.3634  0.089

## Properties
* Kohn-Sham gap: 10.6 eV
* highest occupied orbital energy: -10.42 eV
* net charge: 0



## ii
Formula: C3H3N3O2
Source: the OMol25 dataset
Level of theory: ωB97M-V/def2-TZVPD

Each line ends with the Löwdin charge.
Atoms and positions in Å:
1 O 2.3013 -1.0190 -0.0739  0.112
2 C 1.1234 -0.6920 0.0046  -0.317
3 C -0.1004 -1.4602 0.0349  -0.078
4 N -1.2793 -0.9527 0.0378  0.038
5 N -1.5077 0.3375 -0.0279  -0.022
6 N -0.4112 1.2703 -0.0641  0.132
7 C 0.8834 0.8156 -0.0080  -0.398
8 O 1.8078 1.6123 0.0655  0.088
9 H 0.0209 -2.6003 0.0466  0.145
10 H -2.3599 0.5031 0.4685  0.144
11 H -0.4783 2.1854 -0.4840  0.156

## Properties
* SMILES string: O=c1cn[nH][nH]c1=O
* Kohn-Sham gap: 8.9 eV
* highest occupied orbital energy: -9.50 eV
* net charge: 0



## iii
Formula: C3H3N3O2
Source: the OMol25 dataset
Level of theory: ωB97M-V/def2-TZVPD

Each line ends with the Löwdin charge.
Atoms and positions in Å:
1 O -0.2610 -0.5799 -1.9797  0.106
2 C -0.4460 0.0266 -0.9302  -0.314
3 C -0.8967 1.4544 -0.6761  -0.050
4 N -0.4540 1.9423 0.4693  0.071
5 N 0.1136 0.9296 1.1245  0.014
6 C 0.2792 -0.1482 0.2795  -0.291
7 N 0.8312 -1.2145 0.7422  0.077
8 O 0.6250 -2.3172 -0.0703  -0.054
9 H -1.2914 2.0580 -1.5425  0.129
10 H 0.5395 0.9324 2.0093  0.139
11 H 0.9608 -3.0837 0.5739  0.173

## Properties
* SMILES string: O=C1C=NN/C1=N/O
* Kohn-Sham gap: 7.8 eV
* highest occupied orbital energy: -8.97 eV
* net charge: 0



Least stable of them? i.



## i
Formula: C2H3BrO2
Source: the OMol25 dataset
Level of theory: ωB97M-V/def2-TZVPD

Each line ends with the Löwdin charge.
Atoms and positions in Å:
1 C -0.2198 -0.8009 -1.2000  -0.196
2 C -0.4284 -0.1413 0.4980  -0.496
3 O -0.2221 -1.9645 -0.9428  -0.035
4 O 0.2906 1.7274 1.1098  -0.428
5 Br 1.0384 -0.6736 1.3429  0.882
6 H 0.2737 -0.4856 -2.1665  0.134
7 H -1.5727 -0.0340 0.8134  0.123
8 H 0.8404 2.3724 0.5452  0.015

## Properties
* Kohn-Sham gap: 8.7 eV
* highest occupied orbital energy: -9.08 eV
* net charge: 0



## ii
Formula: C2H3BrO2
Source: the OMol25 dataset
Level of theory: ωB97M-V/def2-TZVPD

Each line ends with the Löwdin charge.
Atoms and positions in Å:
1 O 0.4084 -2.2509 1.1412  0.074
2 C -0.0240 -1.1555 0.9830  -0.309
3 C 0.4026 -0.0974 -0.1143  -0.733
4 O -0.6309 0.7820 -0.2219  -0.050
5 Br 2.0948 0.6122 0.6208  0.662
6 H -0.8936 -0.6439 1.4894  0.136
7 H 0.8067 -0.6416 -1.0557  0.125
8 H -0.7087 1.4923 -0.8262  0.096

## Properties
* SMILES string: O=C[C@@H](O)Br
* Kohn-Sham gap: 10.5 eV
* highest occupied orbital energy: -10.04 eV
* net charge: 0



Least stable of them? i.



## i
Formula: H42O21
Source: the OMol25 dataset
Level of theory: ωB97M-V/def2-TZVPD

Each line ends with the Löwdin charge.
Atoms and positions in Å:
1 O 2.8478 1.2181 2.5842  -0.052
2 H 3.6813 0.8032 2.7551  0.045
3 H 2.6975 1.6176 3.4540  0.018
4 O -2.4230 -0.1131 -4.0360  -0.079
5 H -2.3245 0.7413 -3.5431  0.042
6 H -3.0974 0.1955 -4.6896  0.067
7 O 1.7433 -5.1634 -1.6134  -0.014
8 H 0.9188 -4.9509 -1.9512  -0.008
9 H 2.4239 -4.5608 -1.9068  0.035
10 O 1.1605 3.9423 2.2818  -0.024
11 H 1.6134 4.5677 2.8298  0.037
12 H 0.2505 4.2243 2.3559  0.042
13 O -3.5159 -1.8266 0.7492  -0.122
14 H -3.0542 -2.5231 1.3701  0.055
15 H -2.7927 -1.3890 0.2616  -0.008
16 O 0.0836 3.1163 -3.3930  -0.078
17 H 0.3233 3.7269 -4.0828  0.045
18 H -0.1585 3.6787 -2.5860  0.076
19 O 2.3692 -3.0382 1.0693  -0.069
20 H 3.1919 -3.4788 1.3799  0.078
21 H 1.9616 -3.4876 0.2991  0.033
22 O -1.9404 -3.1531 2.4795  -0.030
23 H -1.9607 -4.0907 2.2917  0.073
24 H -1.8301 -2.9934 3.4086  0.065
25 O -0.5089 0.5822 -1.8625  -0.079
26 H 0.0233 -0.1227 -2.3255  0.090
27 H -0.4460 1.3188 -2.5255  0.038
28 O 3.0465 2.3727 -2.8322  -0.083
29 H 2.1190 2.4676 -2.5606  -0.014
30 H 3.4987 1.9391 -2.1221  -0.033
31 O -1.6833 1.1529 0.6138  -0.085
32 H -0.9639 0.7547 1.1770  0.051
33 H -1.4908 1.0570 -0.3203  -0.012
34 O -0.5391 -2.9067 0.0510  -0.087
35 H -1.1708 -2.2862 -0.4379  0.040
36 H 0.2318 -2.4060 -0.3071  0.037
37 O -2.4766 -1.5902 -1.6877  -0.038
38 H -2.3460 -0.6728 -1.9051  0.000
39 H -3.2839 -1.3550 -1.2637  0.020
40 O -2.7722 3.5788 0.1247  -0.072
41 H -2.5428 3.6639 1.0712  0.037
42 H -2.5826 2.6700 -0.0560  -0.036
43 O 1.6742 1.0276 5.0277  -0.078
44 H 0.9432 1.6516 4.8921  0.052
45 H 1.4735 0.2000 4.5016  0.074
46 O 1.2668 -2.3701 -3.5957  -0.021
47 H 1.9094 -2.2947 -4.2995  0.043
48 H 1.0513 -3.2573 -3.7980  0.005
49 O 0.8221 -2.2725 2.8226  -0.081
50 H 1.0324 -3.1435 2.6437  -0.015
51 H 0.2116 -2.2121 2.0000  0.027
52 O 0.5870 -0.3442 0.8372  -0.076
53 H 1.4568 -0.1113 1.2826  0.064
54 H 0.2615 -1.0826 1.3838  -0.010
55 O 1.2585 3.8388 -0.9897  -0.047
56 H 1.1081 3.6759 -0.0648  0.008
57 H 2.1627 4.1987 -1.0279  0.067
58 O -5.4836 -0.0730 1.3507  -0.079
59 H -5.0031 0.5926 1.7696  -0.019
60 H -5.0518 -0.3986 0.4917  0.054
61 O 3.5348 1.7582 -0.3560  -0.058
62 H 3.0969 2.3432 0.2956  0.043
63 H 3.4062 0.9917 0.2338  0.044

## Properties
* Kohn-Sham gap: 9.7 eV
* highest occupied orbital energy: -9.86 eV
* net charge: 0



## ii
Formula: H42O21
Source: the OMol25 dataset
Level of theory: ωB97M-V/def2-TZVPD

Each line ends with the Löwdin charge.
Atoms and positions in Å:
1 O 0.7446 2.3812 -3.0821  -0.077
2 H 0.9081 1.4384 -3.3462  0.028
3 H 0.0061 2.6724 -3.6675  0.071
4 O 1.5716 1.0010 1.6078  -0.049
5 H 1.2887 0.5048 0.8335  -0.001
6 H 2.4076 1.4300 1.4727  0.037
7 O -0.2088 3.0808 0.5703  -0.126
8 H 0.5821 3.5836 0.3136  0.069
9 H -0.8923 3.1445 -0.2409  0.073
10 O 3.2938 -2.3043 -0.1497  -0.031
11 H 3.0990 -1.8024 0.6656  0.052
12 H 3.6686 -3.1169 0.1463  0.060
13 O 1.8813 3.2080 3.1537  -0.041
14 H 2.0700 2.2919 3.2067  -0.012
15 H 1.0294 3.3424 3.5904  0.034
16 O 4.1880 -1.4502 -2.7104  -0.070
17 H 4.1823 -1.6260 -1.7409  0.029
18 H 3.5128 -1.9902 -3.1619  0.041
19 O 0.6376 -0.5230 -2.8732  -0.055
20 H 0.1883 -0.3986 -3.7209  0.091
21 H 1.2862 -1.2313 -2.8099  0.027
22 O -2.8922 -0.4979 1.9540  -0.063
23 H -3.7079 -0.1168 1.5593  0.052
24 H -2.7666 0.1253 2.6794  0.049
25 O -0.7697 -2.2452 2.5260  -0.095
26 H -1.3885 -2.1580 1.7528  0.017
27 H -0.7528 -1.3152 2.9422  0.096
28 O 3.3340 1.3166 -2.8330  -0.074
29 H 3.6057 0.3819 -2.7488  -0.009
30 H 2.7150 1.1756 -2.0842  0.019
31 O -0.2056 -3.0670 -0.5130  -0.047
32 H -1.0021 -2.8735 0.0054  0.032
33 H 0.6048 -3.1797 -0.0256  0.012
34 O -4.5688 1.0835 -1.3490  -0.045
35 H -4.0044 0.3418 -1.0525  0.053
36 H -5.1532 1.3534 -0.6320  0.056
37 O -3.2410 2.4660 1.3855  -0.090
38 H -2.7222 2.6078 0.5876  0.005
39 H -3.2546 3.2009 2.0473  0.082
40 O 1.5501 -3.1456 -2.4602  -0.057
41 H 2.0809 -3.0931 -1.6725  -0.004
42 H 0.6289 -2.9438 -2.2424  0.022
43 O -0.1410 0.1832 -0.5577  -0.093
44 H -0.2270 -0.5501 -1.2639  0.073
45 H 0.3461 0.9449 -0.8605  0.008
46 O -1.2936 2.5503 2.6722  -0.134
47 H -1.1327 1.8885 1.9732  0.021
48 H -0.6783 3.2975 2.4581  0.041
49 O -3.4168 -3.2350 0.9230  -0.068
50 H -4.1649 -3.7655 0.5042  0.086
51 H -3.8856 -2.5087 1.3417  0.007
52 O 3.1706 -2.1227 3.0141  -0.064
53 H 2.3238 -1.6572 2.9140  0.026
54 H 3.6568 -1.5393 3.6379  0.064
55 O -1.8612 2.0776 -1.4945  -0.099
56 H -1.2679 1.3039 -1.4804  0.031
57 H -2.7141 1.6232 -1.3668  0.031
58 O 0.6945 -4.4632 1.6492  -0.071
59 H 0.1739 -5.1413 2.1147  0.061
60 H 0.3643 -3.6269 1.9999  -0.020
61 O -1.1030 4.2479 -1.8814  -0.114
62 H -0.4354 3.7111 -2.3793  0.010
63 H -1.9434 3.7289 -1.8009  0.038

## Properties
* Kohn-Sham gap: 9.4 eV
* highest occupied orbital energy: -9.86 eV
* net charge: 0



Least stable of them? i.